{
  "formula": "C4H5F3O9S2",
  "method": "ωB97M-V/def2-TZVPD",
  "elements": ["O", "S", "O", "O", "C", "C", "C", "O", "C", "F", "F", "F", "O", "H", "H", "H", "H", "H", "O", "S", "O", "O", "O"],
  "positions_angstrom": [[-1.9872, 3.0757, 3.7337], [-0.6846, 2.8283, 3.1898], [0.2720, 3.8559, 3.4017], [-0.0513, 1.3692, 3.5291], [-0.1421, 0.4581, 2.3837], [-1.2654, 1.0428, 1.4778], [-1.1027, 0.8058, -0.0667], [-0.0474, -0.1334, -0.2733], [0.7521, 0.1672, -1.3425], [1.2744, -0.9639, -1.7509], [1.7982, 0.9520, -0.9510], [0.0926, 0.6955, -2.3823], [-0.9940, 2.4859, 1.6194], [-0.3263, -0.5684, 2.7478], [0.8568, 0.6035, 1.9279], [-2.3024, 0.9970, 1.8717], [-0.9356, 1.7992, -0.5135], [-2.0414, 0.3248, -0.4163], [1.2675, -5.2344, -4.4061], [1.3678, -3.9601, -3.6384], [0.1945, -3.8375, -2.7203], [1.3780, -2.8060, -4.5846], [2.6264, -3.9572, -2.8368]],
  "atomic_forces_ev_per_a": [[0.41, -0.81, 0.63], [-1.35, -0.73, -1.36], [0.49, -0.50, -0.47], [-1.13, 1.08, 0.28], [0.08, 0.41, -0.31], [0.80, 1.35, -0.21], [-0.98, -0.94, 1.38], [-0.46, 1.39, -0.34], [1.18, -2.69, -0.53], [0.03, 0.26, 0.15], [-0.88, 0.62, -0.29], [0.14, 0.81, 0.68], [1.19, 0.66, 1.16], [0.17, 0.66, -0.18], [-0.81, -0.70, -0.26], [0.64, -0.89, -0.29], [-0.03, -0.61, -0.01], [0.57, 0.54, -0.14], [-0.02, -0.09, -0.05], [0.01, -0.05, -0.04], [-0.14, 0.06, 0.12], [-0.02, 0.15, -0.06], [0.09, 0.03, 0.10]],
  "lowdin_charge": [-0.2574, 0.6361, -0.2309, -0.2154, -0.0768, -0.2088, -0.0799, 0.0408, -0.6927, 0.2195, 0.1325, 0.1723, -0.2193, 0.1502, 0.1458, 0.1578, 0.1439, 0.1475, -0.5216, 0.1267, -0.5267, -0.5218, -0.5218],
  "homo_ev": 0.76,
  "charge": -2,
  "e_lumo_ev": 3.6774,
  "max_force_ev_per_a": 2.99
}

{
  "formula": "C4H5F4I",
  "method": "ωB97M-V/def2-TZVPD",
  "elements": ["C", "C", "C", "C", "F", "F", "F", "F", "I", "H", "H", "H", "H", "H"],
  "positions_angstrom": [[0.2833, -0.6334, 0.5949], [0.0658, 0.5555, -0.3143], [-1.3460, 1.4231, -0.0397], [1.2158, 1.5551, -0.2096], [-1.3049, 1.9087, 1.2147], [0.8938, 2.7719, -0.6834], [2.2679, 1.1425, -0.9358], [1.6589, 1.7323, 1.0354], [-3.0624, 0.1500, -0.2594], [0.3074, -0.3315, 1.6402], [-0.5026, -1.3730, 0.4496], [1.2371, -1.0952, 0.3409], [0.0056, 0.2502, -1.3653], [-1.4308, 2.2531, -0.7377]],
  "atomic_forces_ev_per_a": [[-0.08, 0.02, -0.02], [-2.13, 1.70, 0.01], [2.19, -1.79, -0.59], [0.03, -0.03, -0.26], [-0.08, 0.24, 0.61], [-0.17, 0.12, -0.10], [0.19, -0.26, -0.14], [-0.08, -0.03, 0.34], [0.16, 0.18, -0.07], [-0.03, -0.02, 0.00], [0.02, 0.03, 0.02], [0.02, -0.05, 0.07], [0.06, 0.08, 0.17], [-0.09, -0.19, -0.05]],
  "lowdin_charge": [-0.0743, -0.2534, -0.7120, -0.6317, -0.0541, 0.1321, 0.1376, 0.1547, 0.8486, 0.0914, 0.0491, 0.0928, 0.1416, 0.0775],
  "homo_ev": -10.00,
  "smiles": "C[C@@H]([C@H](F)I)C(F)(F)F",
  "e_lumo_ev": 0.2791,
  "max_force_ev_per_a": 2.88
}

{
  "formula": "C4H5FN2",
  "method": "ωB97M-V/def2-TZVPD",
  "elements": ["C", "C", "C", "C", "N", "N", "F", "H", "H", "H", "H", "H"],
  "positions_angstrom": [[-0.0233, -0.3378, -3.7096], [0.2036, -0.1956, 0.6053], [0.1709, -0.9721, -0.4027], [-0.1367, 0.9669, 2.6046], [0.9552, -0.5364, -3.1810], [0.1980, 0.8424, 1.2445], [-0.9811, -1.2964, -1.0464], [-0.9114, -0.0972, -4.1842], [1.0565, -1.5109, -0.7569], [-0.7850, 1.9323, 2.5614], [0.8252, 1.1681, 3.3484], [-0.5720, 0.0368, 2.9166]],
  "atomic_forces_ev_per_a": [[-0.43, 0.24, -0.28], [-0.47, 2.23, 1.09], [0.93, -2.73, -1.90], [1.30, 2.26, 2.08], [1.70, -0.40, 0.68], [1.13, 0.11, -1.10], [-0.05, 0.20, 0.17], [-1.17, 0.20, -0.59], [-0.57, 0.17, 0.15], [0.77, -1.93, 1.06], [-2.33, -0.30, -2.17], [-0.82, -0.04, 0.82]],
  "lowdin_charge": [-0.0579, -0.1065, -0.1913, -0.1502, 0.0816, -0.0031, -0.0197, 0.0426, 0.1040, 0.1082, 0.1356, 0.0565],
  "homo_ev": -8.63,
  "smiles": "CN=C=CF.C#N",
  "e_lumo_ev": 0.9322,
  "max_force_ev_per_a": 3.45
}

{
  "formula": "C4H5FN2",
  "method": "ωB97M-V/def2-TZVPD",
  "elements": ["C", "C", "C", "C", "H", "H", "H", "H", "H", "N", "N", "F"],
  "positions_angstrom": [[-1.7690, -0.7003, 0.0225], [-0.3475, -0.2906, -0.0461], [1.7656, -0.3444, 0.0279], [1.4322, 0.9701, 0.0307], [-2.1941, -0.2871, 0.9437], [-1.9133, -1.7852, -0.0022], [-2.2334, -0.2127, -0.7861], [2.0108, 1.8734, 0.0152], [-0.5232, 1.7545, -0.1230], [0.6802, -1.1732, -0.0473], [0.0714, 0.9698, -0.0287], [3.0202, -0.7745, -0.0067]],
  "atomic_forces_ev_per_a": [[0.44, 0.11, 0.95], [0.98, -2.89, 0.13], [-0.41, 0.01, -0.50], [0.81, 0.42, -0.09], [-0.14, -0.24, -0.06], [0.23, 0.40, -0.10], [-1.18, 0.29, -1.12], [0.12, -0.03, 0.03], [-0.36, 0.70, 0.09], [-0.22, 1.78, 0.42], [-0.28, -0.06, 0.09], [0.02, -0.50, 0.14]],
  "lowdin_charge": [-0.0134, -0.3988, -0.3840, -0.0448, 0.0851, 0.0913, 0.0579, 0.1137, 0.1511, 0.1764, 0.0843, 0.0811],
  "homo_ev": -8.56,
  "smiles": "Cc1nc(F)c[nH]1",
  "e_lumo_ev": 0.7528,
  "max_force_ev_per_a": 3.05
}